Entry 1:
The ion C3H9N4 with charge +1 in a non-equilibrium geometry, computed with ωB97M-V with the def2-TZVPD basis set.

Cartesian coordinates (Å):
1 C -2.07 -0.72 -0.05
2 C -1.09 1.14 0.10
3 C 1.39 0.35 0.18
4 N -2.27 0.53 0.11
5 N -0.96 -1.24 -0.51
6 N 1.95 -1.00 0.11
7 N 0.06 0.45 -0.55
8 H -3.00 -1.19 0.05
9 H -1.22 2.19 -0.41
10 H -0.78 1.39 1.17
11 H 1.96 1.00 -0.35
12 H 1.21 0.65 1.20
13 H -0.29 -1.79 0.05
14 H 2.28 -1.30 0.94
15 H 2.75 -0.92 -0.51
16 H 0.09 0.45 -1.53

Its spin multiplicity is 1. The LUMO energy is -6.16 eV. The charge is +1. The energy above the lowest of the compared OMol25 structures with the same formula, charge and spin is 500.8 kJ/mol. The value obtained for the total energy is -9206.4308 eV.

Mulliken atomic charge list, values in e, 8 entries: -0.03 -0.29 -0.38 -0.38 -0.23 -0.50 -0.15 0.45


Entry 2:
A cluster of 2 separate species, C3H6Cl2Si in total in a non-equilibrium geometry, computed with ωB97M-V with the def2-TZVPD basis set.

Cartesian coordinates (Å):
1 C 0.35 -1.49 0.44
2 C 1.30 -0.74 0.39
3 C 2.19 0.15 0.72
4 Si -1.91 0.82 -0.85
5 Cl -1.45 1.56 0.95
6 Cl 3.07 1.28 -0.30
7 H 0.61 -2.55 0.41
8 H -0.69 -1.27 0.56
9 H 2.40 0.27 1.76
10 H -2.85 -0.33 -1.25
11 H -2.27 2.00 -1.56
12 H -0.74 0.30 -1.28

Its spin multiplicity is 1. The SMILES is [SiH3]Cl.C=C=CCl. The LUMO energy is 0.67 eV. The energy above the lowest of the compared OMol25 structures with the same formula, charge and spin is 481.1 kJ/mol. The value obtained for the total energy is -36128.4983 eV.

Mulliken atomic charge list, values in e, 8 entries: -0.58 0.31 -0.32 0.61 -0.20 -0.17 0.22 0.21


Entry 3:
A structure of composition C2H9N3O in a non-equilibrium geometry, computed with ωB97M-V with the def2-TZVPD basis set.

Cartesian coordinates (Å):
1 C 1.16 -0.59 0.58
2 N 0.79 -1.59 -0.41
3 O 1.69 0.52 0.06
4 H 0.68 1.33 0.00
5 H 1.48 -1.61 -1.16
6 H 0.70 -2.51 -0.01
7 H 1.76 -1.00 1.41
8 H 0.11 -0.26 1.03
9 N -1.79 -0.13 -0.44
10 C -0.60 1.76 0.05
11 N -1.26 0.65 0.50
12 H -2.01 -1.05 -0.10
13 H -1.29 -0.18 -1.33
14 H -0.61 2.57 0.77
15 H -0.81 2.08 -0.97

Its spin multiplicity is 1. The LUMO energy is 0.07 eV. The energy above the lowest of the compared OMol25 structures with the same formula, charge and spin is 403.5 kJ/mol. The value obtained for the total energy is -8734.2577 eV.

Mulliken atomic charge list, values in e, 8 entries: -0.26 -0.51 -0.64 0.36 0.20 0.20 0.28 0.36


Entry 4:
A structure of composition C42H31CoF15GeN2PSSe, computed with ωB97M-V with the def2-TZVPD basis set.

Cartesian coordinates (Å):
1 Co -0.41 0.10 0.45
2 C 2.54 -0.98 -0.22
3 N 1.59 0.13 -0.13
4 C 1.99 1.32 -0.43
5 C 1.05 2.39 -0.42
6 C 1.20 3.76 -0.59
7 C -0.07 4.31 -0.38
8 C -0.92 3.24 -0.11
9 N -0.26 2.07 -0.14
10 C 3.37 -1.18 1.03
11 C 2.75 -1.43 2.25
12 C 3.51 -1.68 3.38
13 C 4.90 -1.68 3.30
14 C 5.52 -1.43 2.09
15 C 4.75 -1.18 0.96
16 H 3.20 -0.83 -1.08
17 H 1.94 -1.87 -0.40
18 H 3.02 1.50 -0.72
19 H 2.12 4.28 -0.81
20 H -0.35 5.35 -0.43
21 H -1.98 3.28 0.11
22 H 1.66 -1.45 2.31
23 H 3.01 -1.88 4.32
24 H 5.49 -1.88 4.19
25 H 6.60 -1.43 2.02
26 H 5.24 -0.99 0.01
27 C -3.70 1.24 -0.73
28 P -2.79 -0.20 -0.10
29 C -3.84 -0.76 1.27
30 C -3.13 -1.45 -1.39
31 H -4.68 0.94 -1.12
32 H -3.14 1.73 -1.52
33 H -3.86 1.96 0.07
34 H -4.89 -0.77 0.98
35 H -3.71 -0.10 2.13
36 H -3.53 -1.77 1.56
37 H -4.20 -1.65 -1.45
38 H -2.58 -2.36 -1.15
39 H -2.78 -1.08 -2.36
40 C 1.48 -1.40 8.01
41 C 1.02 -0.80 6.71
42 C 1.76 0.20 6.08
43 C 1.36 0.76 4.88
44 C 2.21 1.82 4.24
45 C 0.17 0.28 4.28
46 Se -0.39 1.15 2.71
47 C -0.58 -0.73 4.89
48 C -1.86 -1.25 4.31
49 C -0.15 -1.23 6.11
50 H 2.40 -0.94 8.36
51 H 1.66 -2.47 7.89
52 H 0.72 -1.29 8.78
53 H 2.69 0.54 6.53
54 H 3.09 2.01 4.86
55 H 1.66 2.75 4.11
56 H 2.56 1.51 3.25
57 H -1.83 -1.25 3.22
58 H -2.71 -0.64 4.63
59 H -2.05 -2.27 4.64
60 H -0.74 -2.01 6.59
61 F -0.63 -7.33 1.58
62 C -0.44 -6.60 2.69
63 C -0.10 -5.26 2.61
64 C 0.15 -4.62 3.81
65 F 0.56 -3.35 3.83
66 C 0.04 -5.26 5.03
67 F 0.31 -4.62 6.17
68 C -0.33 -6.59 5.08
69 F -0.44 -7.22 6.24
70 C -0.57 -7.27 3.90
71 F -0.91 -8.56 3.93
72 Ge 0.03 -4.33 0.87
73 S -0.62 -2.29 0.99
74 C 1.87 -4.57 0.22
75 C 2.18 -4.23 -1.08
76 F 1.21 -3.80 -1.90
77 C 3.46 -4.25 -1.59
78 F 3.72 -3.89 -2.85
79 C 4.50 -4.64 -0.76
80 F 5.75 -4.66 -1.22
81 C 4.24 -4.99 0.55
82 F 5.24 -5.36 1.35
83 C 2.94 -4.95 1.02
84 F 2.76 -5.28 2.30
85 C -1.24 -5.28 -0.30
86 C -2.60 -5.11 -0.06
87 F -3.01 -4.41 1.01
88 C -3.58 -5.67 -0.85
89 F -4.87 -5.48 -0.58
90 C -3.21 -6.44 -1.94
91 F -4.14 -6.99 -2.71
92 C -1.87 -6.66 -2.20
93 F -1.51 -7.43 -3.23
94 C -0.92 -6.09 -1.37
95 F 0.36 -6.39 -1.65

Its spin multiplicity is 5. The LUMO energy (spin up / spin down) is 0.27 / -2.53 eV. Its expectation value of S² is 6.02. The energy above the lowest of the compared OMol25 structures with the same formula, charge and spin is 0.0 kJ/mol. The value obtained for the total energy is -267412.3873 eV.

Mulliken atomic charge list, values in e, 8 entries: -0.37 -2.21 0.45 0.59 -0.55 -0.99 -0.85 -0.39


Entry 5:
An isolated molecule of C5H4 in a non-equilibrium geometry, computed with ωB97M-V with the def2-TZVPD basis set.

Cartesian coordinates (Å):
1 C -1.70 -0.22 0.19
2 C -0.45 -0.08 -0.55
3 C 0.60 0.33 -0.99
4 C 1.97 0.55 -0.85
5 C 2.73 0.28 0.05
6 H -1.71 -1.05 0.91
7 H -2.54 -0.34 -0.50
8 H -1.82 0.71 0.75
9 H 2.92 -0.18 0.99

Its spin multiplicity is 1. The SMILES is C#CC#CC. The LUMO energy is 0.53 eV. The energy above the lowest of the compared OMol25 structures with the same formula, charge and spin is 161.6 kJ/mol. The value obtained for the total energy is -5244.5209 eV.

Mulliken atomic charge list, values in e, 8 entries: -0.95 0.25 0.16 -0.42 -0.16 0.28 0.27 0.25


Entry 6:
A cluster of 2 separate species, C2H3N4 in total in a non-equilibrium geometry, computed with ωB97M-V with the def2-TZVPD basis set.

Cartesian coordinates (Å):
1 C 0.57 -0.80 -1.16
2 C -1.27 1.48 1.17
3 N 0.17 -0.07 -0.11
4 N 1.67 -1.51 -0.82
5 N 1.03 -0.35 0.89
6 N 1.94 -1.12 0.42
7 H -1.78 2.19 0.42
8 H -2.33 0.92 1.32
9 H 0.00 -0.75 -2.14

Its spin multiplicity is 1. The LUMO energy is 3.85 eV. The charge is -1. The energy above the lowest of the compared OMol25 structures with the same formula, charge and spin is 455.9 kJ/mol. The value obtained for the total energy is -8078.4738 eV.

Mulliken atomic charge list, values in e, 8 entries: -0.11 -0.20 -0.13 -0.39 -0.17 -0.46 0.06 0.04


Q: Which of these has the highest energy above the lowest of the compared OMol25 structures with the same formula, charge and spin?
A: C3H9N4


Q: Number 1 is which compound?
A: C3H9N4